[1]
Molecular formula: C28H73BrN4O7P
Method: DFT, ωB97M-V/def2-TZVPD

```
114
C28H73BrN4O7P | the OMol25 dataset | ωB97M-V/def2-TZVPD
H -6.496 -1.744 3.263
H 0.159 -2.561 0.035
H -4.234 0.908 4.046
H -3.930 0.253 -5.335
C -0.879 5.058 0.253
C 8.203 -2.476 3.659
H 3.473 -4.721 -1.219
H -4.180 5.615 1.131
H -2.155 2.799 -4.643
N 0.140 -1.677 3.363
C -3.858 -0.709 -4.825
H -2.955 4.786 2.078
N -0.636 -3.452 -2.612
H 6.080 -2.615 3.963
H -0.404 -1.381 4.178
H 0.291 -5.533 0.084
H 4.024 5.040 0.038
H -4.446 4.186 -3.510
H -1.212 -2.881 -1.999
H -2.796 4.785 -3.456
H 0.105 0.391 3.104
H -1.830 -3.513 4.222
H -4.860 -1.144 -4.755
O -1.637 -5.254 -0.503
C 1.977 -5.759 2.592
C -5.645 0.536 1.932
H 3.732 3.308 -1.759
H 1.555 -6.371 1.760
H -7.016 0.694 3.579
C 4.661 3.367 -1.187
H -4.807 -1.424 3.712
H -2.584 -2.993 2.708
C 5.701 4.141 -1.982
N -1.768 -3.107 3.295
H -6.084 -1.195 4.898
C -2.379 5.169 0.026
H 1.243 -3.869 -1.793
H -2.164 4.334 -7.145
C 1.616 1.035 0.963
H -2.692 5.859 -6.411
C -0.301 -4.743 -0.428
H 3.651 3.445 0.720
H 3.778 -3.123 0.981
C -0.512 -2.815 2.837
H -0.461 6.003 0.607
C -3.239 -0.553 -3.445
C -4.064 0.376 -2.570
H 1.320 -5.925 3.475
H 5.373 5.166 -2.169
C 1.417 -0.387 1.586
H -6.292 -0.073 1.297
H -4.605 0.250 1.748
H 8.916 -2.313 2.845
H 7.176 -3.237 1.426
H -2.754 6.507 1.692
H 0.835 1.248 0.201
C 4.392 4.020 0.159
H 0.352 -5.301 -2.442
H -2.224 -0.161 -3.541
C 6.774 -2.404 3.146
H 8.384 -1.730 4.434
C 3.293 -4.918 -0.134
O -5.142 1.191 4.194
H -2.203 -4.549 -0.844
H -4.141 1.370 -3.014
H 5.440 -1.001 2.183
H -0.655 4.280 0.990
C -3.416 4.080 -5.402
O -3.135 -1.835 -2.817
P 1.802 -3.919 2.172
O 5.114 2.026 -0.984
C -5.992 0.362 3.402
H -0.370 4.777 -0.672
C -0.349 -3.440 0.495
H -4.022 -2.198 -2.725
C -5.842 -1.087 3.839
H -4.067 5.773 -4.208
H -5.073 -0.020 -2.422
H -3.611 0.471 -1.579
H 5.934 2.065 -0.481
C -2.366 4.839 -6.199
H -2.578 5.918 -0.744
N 0.057 -3.717 1.905
C -3.701 4.753 -4.071
H 8.413 -3.465 4.071
H 6.596 -0.247 3.299
C -3.105 5.548 1.306
Br -1.557 -0.378 1.363
H 2.643 1.116 0.528
C 0.247 -4.363 -1.848
C 0.110 -0.511 2.445
H 5.891 3.655 -2.940
H -1.205 -4.013 -3.234
H -1.420 4.882 -5.651
H 2.385 -2.905 -0.107
H 1.520 -1.175 0.810
H 6.654 4.173 -1.446
O 6.570 -3.411 2.153
H -4.336 4.010 -5.986
H 4.264 -5.283 0.282
H -3.261 -1.386 -5.440
O -2.967 2.747 -5.159
H 1.559 1.800 1.771
H 3.042 -6.014 2.784
H -1.439 -3.169 0.527
H 2.256 -0.560 2.311
H 5.300 4.048 0.769
H 2.559 -5.749 -0.078
H -2.712 3.254 0.211
C 2.829 -3.608 0.631
H 7.121 -0.825 1.705
O -2.882 3.925 -0.460
C 6.467 -1.036 2.556
H -5.747 1.581 1.634
```

Properties
- Total charge: +1
- 2S+1: 1
- Gap between HOMO and LUMO: 0.230 hartree
- DFT total energy: -129835.3284 eV

[2]
Molecular formula: C28H73F9N6O18S3
Method: DFT, ωB97M-V/def2-TZVPD

```
137
C28H73F9N6O18S3 | the OMol25 dataset | ωB97M-V/def2-TZVPD
O 13.193 18.631 11.818
N 13.800 7.479 15.327
H 19.849 16.859 13.932
H 11.946 16.619 11.981
H 13.454 7.164 14.410
C 19.747 16.699 10.720
H 12.680 6.659 9.800
H 15.183 8.106 17.357
H 17.591 5.476 13.166
H 10.513 9.209 10.471
O 11.806 8.802 14.725
C 15.114 8.218 15.194
F 15.863 19.014 13.505
H 16.846 18.269 10.951
C 11.923 9.954 14.260
H 20.011 15.659 10.713
H 14.314 7.728 11.581
H 12.730 9.706 10.568
H 18.078 18.740 9.913
F 17.643 8.391 7.359
H 10.326 16.457 11.794
H 14.016 14.071 15.169
O 20.765 11.242 13.603
F 16.103 9.339 8.522
S 15.398 12.741 13.428
H 16.209 4.986 12.314
H 10.026 14.285 14.537
S 18.170 8.453 9.837
H 11.389 13.512 13.829
H 11.112 7.243 6.811
N 11.171 16.586 11.291
O 20.175 17.300 11.884
H 13.075 12.832 15.983
H 16.957 16.709 8.706
F 15.335 17.083 14.453
F 17.968 10.441 8.075
N 13.273 13.827 15.909
H 9.110 15.904 7.216
H 10.755 12.887 15.276
F 16.191 12.129 11.111
N 21.705 9.123 10.627
H 17.610 16.197 11.001
H 13.710 14.121 16.819
H 10.405 15.224 16.893
C 11.367 14.139 11.082
C 14.868 18.140 13.728
C 20.737 10.127 12.691
H 20.232 11.532 15.540
H 21.263 16.137 13.101
H 10.593 14.723 8.509
H 13.045 8.147 15.705
C 18.273 16.811 10.391
H 19.784 11.550 10.670
H 20.700 8.905 10.210
H 21.249 9.283 13.182
H 22.337 9.163 9.845
H 11.620 13.271 10.409
F 13.859 18.715 14.453
F 15.866 14.293 11.339
H 10.401 13.979 11.619
C 12.481 8.638 10.761
H 10.935 9.377 12.076
H 14.806 9.693 16.723
O 10.317 16.849 8.689
C 11.385 14.807 17.077
C 17.980 16.423 8.934
C 21.451 10.433 11.431
C 10.284 13.697 18.750
C 15.433 8.832 16.572
H 21.208 12.516 10.969
H 17.193 7.829 14.658
C 13.413 8.193 11.937
C 20.839 11.567 10.526
C 19.821 11.072 14.640
H 12.066 15.372 17.688
H 12.924 11.476 14.154
H 14.980 9.055 14.512
H 16.244 4.727 14.057
H 13.681 8.958 12.644
N 17.858 18.177 10.726
H 10.184 12.782 19.389
C 12.707 7.716 9.527
O 15.824 6.707 13.455
H 12.332 15.612 9.881
H 18.612 16.880 8.179
O 13.603 16.297 12.467
H 20.268 17.139 9.807
H 22.434 10.785 11.661
O 16.123 11.620 13.991
H 12.200 14.139 11.828
C 11.376 15.493 10.331
O 12.818 10.779 14.852
H 11.118 17.453 10.790
S 14.132 17.616 12.114
C 11.969 14.569 15.712
O 15.212 17.513 11.186
H 18.381 18.474 11.530
O 11.287 10.420 13.274
C 16.493 5.428 13.226
H 19.708 9.821 12.486
H 19.707 9.998 14.755
H 13.762 7.869 9.257
H 19.625 15.488 12.872
H 16.460 9.153 16.671
H 21.974 8.335 11.218
F 17.599 13.357 12.247
C 20.208 16.417 12.992
H 10.659 14.404 19.513
C 9.288 16.877 7.717
H 12.704 6.621 7.330
C 17.423 9.216 8.337
C 16.328 13.162 11.925
H 12.872 7.367 12.411
H 10.662 7.786 11.278
O 11.816 8.004 8.508
H 11.313 5.985 8.079
C 16.236 7.265 14.714
H 18.880 11.524 14.357
H 9.268 14.063 18.425
O 14.038 12.415 13.037
O 18.075 9.405 10.938
H 14.001 6.629 15.852
N 11.011 8.708 11.193
H 12.226 15.575 15.391
O 11.186 13.486 17.690
O 15.454 14.023 14.167
C 10.307 15.526 9.240
H 9.432 17.629 6.941
H 18.180 15.362 8.839
H 8.333 17.162 8.215
C 11.678 6.943 7.660
H 16.323 6.426 15.402
H 9.267 15.435 9.592
C 10.981 13.802 14.754
O 17.432 7.246 9.924
H 21.136 11.491 9.495
O 19.553 8.319 9.478
```

Properties
- Total charge: +2
- 2S+1: 1
- Gap between HOMO and LUMO: 0.357 hartree
- Relative energy (zero: lowest compared OMol25 entry of this formula, charge and spin): 0.00 kcal per mole
- DFT total energy: -132964.9021 eV

[3]
Molecular formula: C28H73FN2O27P6S2Si2
Method: DFT, ωB97M-V/def2-TZVPD

```
141
C28H73FN2O27P6S2Si2 | the OMol25 dataset | ωB97M-V/def2-TZVPD
H -2.076 6.513 8.004
H 8.865 -3.656 0.356
H -5.128 -6.337 7.539
H -6.705 5.512 -1.181
H -2.993 -0.341 4.222
H 7.064 0.783 -5.741
O -2.362 2.552 7.284
O 2.773 2.291 -1.003
H 5.898 -3.220 -4.687
P 2.220 -7.404 -5.250
H -6.421 -6.008 6.378
H -0.556 -8.317 -5.463
O 8.622 -3.119 -1.605
C -1.404 5.890 8.593
O -1.845 0.595 -4.645
H -3.070 4.061 0.434
H -2.117 4.465 -1.422
C -1.776 3.253 -3.203
H 5.341 0.581 -9.322
C 3.807 -8.322 -3.330
C -4.888 -1.632 8.686
O 3.129 -8.611 -5.899
O 5.501 4.153 -6.964
C -2.759 -0.304 3.158
H 3.942 -9.370 -3.592
C -2.111 -0.172 0.015
H 1.711 -9.840 -6.837
H -0.758 1.252 6.913
H 7.608 2.485 -5.794
N -1.120 -0.088 -6.596
H -8.063 5.251 -0.127
H -2.896 -5.399 9.476
H -1.181 -7.156 -4.284
C -1.918 -0.314 -5.632
H 4.397 2.082 -9.362
H 8.070 -2.091 0.134
O 3.542 3.093 -5.891
H 2.483 -8.623 -7.889
H 5.193 -4.568 -3.784
C -2.235 -4.590 9.164
H -1.956 -1.027 3.023
O -4.982 -4.552 6.449
H 2.356 1.527 -6.625
H -1.681 -4.242 10.031
H 1.778 2.334 -5.164
H -7.023 6.724 0.024
Si -2.270 1.467 0.935
O -3.093 4.465 6.175
H 2.475 1.407 -0.746
H -0.603 4.742 -2.222
O 0.770 -6.827 -4.817
H 2.327 2.644 1.477
C -0.875 1.433 -5.100
H -3.642 -0.613 2.602
O -1.585 4.509 8.286
N -0.431 1.067 -6.239
O -1.117 -1.032 0.560
C 4.741 1.263 -8.728
H -4.417 6.246 1.246
P 4.943 2.841 -6.620
H 3.393 -10.045 -7.343
O -3.142 -2.973 6.255
C 2.641 -9.314 -7.059
H -0.060 -8.425 -3.751
P 1.771 3.440 -0.457
H -4.092 -1.032 8.244
C -1.297 3.950 -1.921
H -5.152 5.483 2.687
C -2.250 1.077 2.789
C -7.053 5.653 -0.154
O -0.846 5.171 6.077
H -0.370 6.187 8.426
H -3.053 -0.711 0.142
H 4.595 -7.717 -3.779
H 7.173 -3.603 -0.179
O -3.750 2.084 0.578
H -0.847 1.900 8.576
O 8.591 -2.322 -3.941
P 7.751 -2.393 -2.742
H 7.820 0.460 -2.251
H 3.856 -8.222 -2.247
H -6.279 2.178 0.243
O -2.988 -3.475 8.647
C -5.968 2.817 -0.581
H -2.602 -1.140 -5.561
O -1.028 2.530 0.684
H 3.150 1.210 -5.056
H 7.267 1.700 -4.245
H -0.241 1.484 -1.555
H -1.530 -4.959 8.416
H -2.004 0.672 8.025
H -6.373 -5.112 7.908
C -3.939 3.491 0.764
H -5.449 2.250 -1.350
H -2.350 2.368 -2.934
O 5.599 2.176 -5.306
C 5.574 -3.553 -3.702
F -0.886 1.223 3.196
H 6.814 -0.259 -0.966
P -1.807 4.008 6.770
Si -0.357 2.755 -0.818
H 6.061 0.693 -2.256
O 2.945 -6.190 -5.664
C -5.768 -5.560 7.120
H -6.890 3.188 -1.033
H -4.644 -1.883 9.717
O 6.655 -3.570 -2.769
C -5.151 4.010 -0.060
H -1.637 6.010 9.648
O 2.517 -7.867 -3.730
C 2.663 1.965 -5.676
H -4.070 3.727 1.822
O 5.571 1.761 -7.660
H 0.556 -0.403 1.146
C 0.028 4.803 4.990
H 0.772 4.072 5.312
H 4.774 -2.915 -3.329
S 2.131 5.166 -1.192
H -0.546 4.395 4.156
O 0.176 -0.488 0.260
H -5.985 6.749 1.851
S -0.317 2.792 -4.183
C 8.144 -3.110 -0.246
C -6.093 4.875 0.794
H 3.882 0.718 -8.333
H -6.692 4.223 1.431
C 6.859 -0.008 -2.028
C -1.427 1.542 7.724
O -5.123 -2.813 7.924
H 0.545 5.700 4.662
P -3.909 -3.683 7.295
H -5.812 -1.058 8.674
H -2.365 3.937 -3.809
H -4.785 4.557 -0.932
C -0.314 -7.746 -4.566
O 1.988 3.488 1.152
O 6.671 -1.181 -2.843
H -1.994 -0.076 -1.069
C -5.344 5.882 1.692
C 6.963 1.768 -5.287
H -2.815 1.811 3.368
```

Properties
- 2S+1: 1
- Gap between HOMO and LUMO: 0.291 hartree
- DFT total energy: -184362.3478 eV